No. 1
{
  "formula": "C38H32F3O2P2Sm",
  "method": "ωB97M-V/def2-TZVPD",
  "species": ["C", "C", "C", "C", "C", "C", "P", "C", "C", "C", "C", "C", "C", "Sm", "P", "C", "C", "C", "C", "C", "C", "C", "C", "C", "C", "C", "C", "C", "C", "C", "C", "C", "C", "C", "C", "C", "C", "C", "C", "H", "H", "H", "H", "H", "H", "H", "H", "H", "H", "H", "H", "H", "H", "H", "H", "H", "H", "H", "H", "H", "H", "H", "H", "H", "H", "H", "H", "H", "H", "H", "H", "F", "C", "F", "F", "C", "O", "O"],
  "coordinates": [[0.638, -1.204, -2.136], [-0.391, -1.629, -1.285], [-1.699, -1.732, -1.779], [-1.942, -1.535, -3.139], [-0.894, -1.233, -4.005], [0.403, -1.077, -3.503], [-0.048, -1.756, 0.501], [-1.272, -2.984, 1.047], [-2.365, -2.543, 1.818], [-3.414, -3.431, 2.075], [-3.372, -4.745, 1.591], [-2.278, -5.190, 0.841], [-1.231, -4.301, 0.569], [-0.563, 0.696, 1.961], [0.072, 1.946, -0.403], [-1.365, 2.054, -1.463], [-1.193, 2.383, -2.815], [-2.275, 2.370, -3.695], [-3.549, 2.008, -3.242], [-3.728, 1.662, -1.899], [-2.657, 1.708, -1.002], [-0.062, 3.109, 1.022], [0.741, 2.833, 2.193], [0.375, 3.441, 3.402], [-0.652, 4.381, 3.454], [-1.393, 4.661, 2.302], [-1.142, 3.998, 1.109], [1.665, 2.222, -1.122], [2.752, 1.359, -0.840], [4.012, 1.656, -1.362], [4.213, 2.845, -2.084], [3.152, 3.740, -2.280], [1.881, 3.441, -1.783], [1.496, -2.691, 0.463], [1.933, -3.446, -0.637], [3.172, -4.095, -0.614], [3.965, -4.016, 0.534], [3.520, -3.287, 1.649], [2.293, -2.622, 1.620], [1.633, 2.184, 2.148], [0.931, 3.201, 4.312], [-0.890, 4.883, 4.392], [-2.206, 5.381, 2.361], [-1.800, 4.125, 0.247], [-0.195, 2.646, -3.168], [-2.111, 2.626, -4.744], [-4.391, 1.990, -3.944], [-4.721, 1.358, -1.558], [-2.860, 1.483, 0.052], [2.601, 0.462, -0.237], [4.850, 0.967, -1.204], [5.205, 3.096, -2.462], [3.304, 4.682, -2.814], [1.048, 4.136, -1.907], [1.331, -3.514, -1.545], [3.505, -4.647, -1.499], [4.934, -4.508, 0.555], [4.133, -3.230, 2.551], [1.942, -2.033, 2.478], [-2.424, -1.493, 2.167], [-4.277, -3.074, 2.639], [-4.206, -5.416, 1.783], [-2.250, -6.209, 0.445], [-0.397, -4.622, -0.058], [-2.509, -1.970, -1.103], [-2.965, -1.605, -3.527], [-1.091, -1.030, -5.071], [1.231, -0.822, -4.170], [1.633, -1.018, -1.743], [0.014, 1.135, -5.303], [0.634, 1.052, -4.879], [-0.722, 0.376, 6.739], [0.366, 0.050, 6.011], [1.381, 0.855, 6.400], [0.717, -1.238, 6.257], [0.036, 0.219, 4.506], [-1.147, 0.538, 4.188], [0.933, -0.012, 3.642]],
  "total_charge": 2,
  "multiplicity": 6,
  "fmax_ev_per_a": 1.8,
  "s_squared": 8.7822,
  "energy_ha": -3257.49090
}

---

No. 2
{
  "formula": "C4H7BrO",
  "method": "ωB97M-V/def2-TZVPD",
  "species": ["C", "C", "C", "C", "O", "Br", "H", "H", "H", "H", "H", "H", "H"],
  "coordinates": [[1.354, -0.756, -0.395], [2.203, 0.135, -0.109], [-1.719, -0.607, 0.317], [-0.936, 0.422, -0.470], [-0.662, 1.658, 0.272], [4.217, -0.039, 0.240], [0.983, -1.634, -0.770], [2.134, 1.283, -0.155], [-2.619, -0.067, 0.398], [-1.149, -0.744, 1.171], [-1.835, -1.567, -0.218], [-1.170, 0.534, -1.478], [-0.800, 1.383, 1.196]],
  "fmax_ev_per_a": 4.0,
  "energy_ha": -2805.67071
}

---

No. 3
{
  "formula": "C3H6N2O2",
  "method": "ωB97M-V/def2-TZVPD",
  "species": ["N", "C", "O", "N", "C", "C", "O", "H", "H", "H", "H", "H", "H"],
  "coordinates": [[-0.480, -1.267, -1.236], [-0.274, -1.219, 0.101], [-1.016, -1.725, 0.914], [0.910, -0.578, 0.493], [1.293, 0.727, -0.049], [0.215, 1.732, 0.262], [-0.547, 2.174, -0.554], [-1.321, -1.673, -1.604], [0.174, -0.892, -1.898], [0.976, -0.610, 1.508], [1.492, 0.633, -1.115], [2.227, 1.009, 0.429], [0.086, 1.993, 1.334]],
  "smiles": "NC(=O)NCC=O",
  "fmax_ev_per_a": 0.6,
  "energy_ha": -377.91750
}

---

No. 4
{
  "formula": "C3H27NO10",
  "method": "ωB97M-V/def2-TZVPD",
  "species": ["C", "N", "C", "C", "H", "H", "H", "H", "H", "H", "H", "O", "H", "H", "O", "H", "H", "O", "H", "H", "O", "H", "H", "O", "H", "H", "O", "H", "H", "O", "H", "H", "O", "H", "H", "O", "H", "H", "O", "H", "H"],
  "coordinates": [[0.964, 0.208, 0.561], [2.010, 0.925, 0.496], [2.015, 1.918, -0.539], [1.213, 3.221, -0.317], [0.099, 0.127, -0.132], [0.728, -0.418, 1.436], [3.074, 2.234, -0.809], [1.587, 1.501, -1.464], [1.838, 3.969, 0.121], [0.832, 3.361, -1.324], [0.284, 3.153, 0.331], [0.534, -0.597, 3.501], [-0.435, -0.653, 3.272], [0.507, -0.046, 4.293], [-0.901, -3.028, -2.154], [-1.229, -3.868, -1.824], [0.034, -2.979, -1.893], [1.646, -2.662, -0.950], [2.222, -1.874, -0.855], [2.148, -3.337, -0.478], [-1.241, 2.971, -2.859], [-1.187, 3.064, -1.890], [-1.502, 2.041, -2.914], [-1.952, -0.859, 2.490], [-1.742, -1.258, 1.636], [-2.408, -0.043, 2.237], [3.694, -1.077, -0.281], [4.089, -0.199, -0.207], [3.511, -1.353, 0.625], [-1.960, 2.466, 1.597], [-1.040, 2.265, 1.811], [-2.016, 2.122, 0.683], [-2.280, -0.563, -2.237], [-1.572, -1.220, -2.111], [-2.983, -0.991, -2.733], [-0.217, -3.220, 0.968], [-0.098, -3.453, 1.895], [0.649, -2.945, 0.621], [-2.753, 0.400, 0.167], [-2.472, 0.132, -0.765], [-3.688, 0.567, -0.003]],
  "smiles": "C=NCC.O.O.O.O.O.O.O.O.O.O",
  "fmax_ev_per_a": 1.9,
  "energy_ha": -937.61000
}

---

> What is the formula in the third record?

C3H6N2O2